No. 1
The following is a quantum chemistry calculation of the molecule C3H3NO, from OMol25.

Structure (XYZ):
```
8
C3H3NO (wB97M-V/def2-TZVPD)
O 0.5556 1.0826 0.0348
N 0.5379 -1.1472 0.0323
C -0.7620 -0.6624 0.0908
C 1.2537 -0.0728 0.0057
C -0.7514 0.6810 0.0434
H 2.3338 -0.0150 -0.0470
H -1.5084 1.3928 -0.2453
H -1.6593 -1.2590 0.0854
```

- SMILES: c1cocn1
- Calculated total energy: -246.08659 a.u.
- Orbital gap: 10.672 eV
- Spin multiplicity: 1
- Total charge: 0
- Energy above the lowest of the compared OMol25 structures with the same formula, charge and spin: 3.1 kcal/mol

No. 2
The following is a quantum chemistry calculation of the molecule C2H7PS in a non-equilibrium geometry, from OMol25.

Structure (XYZ):
```
11
C2H7PS (wB97M-V/def2-TZVPD)
S -0.2399 -1.2277 1.4213
P -0.0338 1.6531 0.8592
C 0.7509 -0.3517 -0.9547
C -0.3262 -0.0480 0.0062
H -1.0313 1.4819 1.9392
H 1.6173 0.1247 -0.6250
H -1.2708 -0.3079 -0.3906
H 0.1474 -2.3773 0.7340
H 0.3201 -0.0030 -1.9870
H -0.8580 2.4226 0.0218
H 0.9244 -1.3667 -1.0245
```

- SMILES: C[C@H](P)S
- Calculated total energy: -819.88631 a.u.
- Orbital gap: 9.993 eV
- Spin multiplicity: 1
- Total charge: 0
- Energy above the lowest of the compared OMol25 structures with the same formula, charge and spin: 32.6 kcal/mol

No. 3
The following is a quantum chemistry calculation of a structure of composition C15H37CuN2O9S in a non-equilibrium geometry, from OMol25.

Structure (XYZ):
```
65
C15H37CuN2O9S (wB97M-V/def2-TZVPD)
Cu 13.0539 19.7991 -17.6196
S 12.6904 16.8060 -17.4444
O 17.1065 17.5728 -18.4953
O 11.0359 20.9473 -16.5863
O 15.0638 19.6216 -15.9028
O 13.3984 15.6751 -18.0403
O 13.6174 17.3938 -16.4856
O 15.0101 23.2489 -19.9076
O 14.0573 14.9098 -22.6657
O 11.5949 16.2564 -16.7008
O 12.2909 17.7609 -18.5094
N 12.5361 22.0236 -18.8847
N 14.8068 17.0636 -20.5716
C 16.9229 18.2181 -19.7562
C 13.1748 15.6804 -21.9163
C 15.1858 21.0170 -15.9232
C 15.0752 21.5861 -14.5288
C 11.2066 22.3962 -18.5657
C 10.9750 22.3240 -17.0254
C 14.4642 15.4359 -23.9243
C 14.2353 22.3512 -20.6479
C 13.5832 17.1489 -21.3283
C 18.4064 17.7720 -17.9241
C 16.2893 23.4567 -20.4719
C 16.4849 21.3683 -16.6305
C 10.9612 20.7162 -15.1736
C 12.7101 22.4347 -20.2525
C 15.3898 18.3386 -20.0427
H 17.0230 22.1206 -16.0538
H 16.6785 24.3082 -19.9136
H 18.7264 18.7914 -17.7079
H 13.7516 17.7236 -22.2391
H 17.2007 20.5592 -16.4856
H 13.3028 22.4120 -18.3542
H 14.5244 16.5522 -19.7477
H 14.5590 21.3245 -20.4773
H 16.5042 21.6140 -17.6923
H 15.1884 19.0455 -20.8476
H 19.1392 17.5654 -18.7041
H 17.4549 19.1692 -19.7361
H 15.2434 22.6586 -14.6264
H 11.9640 21.8658 -20.8073
H 11.7198 22.9612 -16.5484
H 10.0243 22.7022 -16.6495
H 11.4439 19.7694 -14.9313
H 12.8726 17.6417 -20.6647
H 13.6387 15.8612 -24.4951
H 16.9148 22.5722 -20.3508
H 14.1094 21.7624 -14.0552
H 12.4298 23.4676 -20.4586
H 9.9451 20.5881 -14.8005
H 18.5823 17.2676 -16.9740
H 14.2544 22.5485 -21.7197
H 11.0312 23.4369 -18.8382
H 17.4085 17.6434 -20.5448
H 14.8789 18.5608 -19.1058
H 15.3221 16.0788 -23.7275
H 11.4882 21.5407 -14.6934
H 12.3742 15.8086 -22.6447
H 14.9802 14.7186 -24.5625
H 15.9534 21.2993 -13.9503
H 14.3802 21.4141 -16.5409
H 10.5427 21.7886 -19.1806
H 12.9792 15.0656 -21.0377
H 16.1540 23.8241 -21.4892
```

- Calculated total energy: -3418.81010 a.u.
- Orbital gap: 4.400 eV
- Spin multiplicity: 1
- Total charge: -2
- Energy above the lowest of the compared OMol25 structures with the same formula, charge and spin: 89.3 kcal/mol

No. 4
The following is a quantum chemistry calculation of the molecule C10H11BrClFO in a non-equilibrium geometry, from OMol25.

Structure (XYZ):
```
25
C10H11BrClFO (wB97M-V/def2-TZVPD)
Br -4.2949 0.7575 -0.3684
Cl 0.6667 -2.9799 0.4110
F -1.8970 -0.8378 -2.1444
O 0.1223 0.8918 1.3162
C 2.6961 1.2897 -0.1444
C 0.7697 0.4727 0.1689
C 2.2334 -0.1266 0.1165
C -1.5085 -1.8147 1.1769
C -2.6224 -0.9071 1.1482
C -0.4944 -1.7095 0.3400
C -1.6882 -0.0302 -1.0396
C 1.2759 1.6094 -0.7321
C -2.7284 -0.1578 0.0245
C -0.1799 -0.5675 -0.5414
H 1.2614 1.2305 -1.7763
H 2.9277 1.8167 0.7348
H 2.3543 -0.8562 -0.5922
H -1.3854 -2.5259 1.8807
H -3.4862 -0.9476 1.8234
H 0.6130 1.6373 1.5856
H 3.6169 1.4795 -0.7029
H 0.1279 -0.9307 -1.6354
H 2.4800 -0.3703 1.0691
H 0.7964 2.5516 -0.7052
H -1.6565 1.0251 -1.4137
```

- SMILES: OC1([C@H]2C(Cl)=CC=C(Br)[C@@H]2F)CCC1
- Calculated total energy: -3596.84606 a.u.
- Orbital gap: 8.459 eV
- Spin multiplicity: 1
- Total charge: 0
- Energy above the lowest of the compared OMol25 structures with the same formula, charge and spin: 14.8 kcal/mol

No. 5
The following is a quantum chemistry calculation of a structure of composition C5H7N in a non-equilibrium geometry, from OMol25.

Structure (XYZ):
```
13
C5H7N (wB97M-V/def2-TZVPD)
N -2.0681 0.3753 0.2747
C -0.4476 -2.0561 0.0645
C 1.3283 0.8363 0.3623
C -1.1645 1.2206 -0.0981
C -0.6183 -0.7733 -0.0333
C 0.0845 0.4556 -0.4197
H 0.0385 0.4904 -1.4833
H 1.9156 -0.1106 0.2825
H 0.5616 -2.5325 0.0115
H 1.7299 1.8103 -0.2170
H -1.0783 -2.9014 0.1133
H 1.0311 0.9114 1.4091
H -1.3128 2.2738 -0.2664
```

- Calculated total energy: -249.17915 a.u.
- Orbital gap (alpha / beta): 6.220 / 7.734 eV
- Spin multiplicity: 3
- Total charge: 0
- Energy above the lowest of the compared OMol25 structures with the same formula, charge and spin: 71.1 kcal/mol

No. 6
The following is a quantum chemistry calculation of the molecule C3H5N3 in a non-equilibrium geometry, from OMol25.

Structure (XYZ):
```
11
C3H5N3 (wB97M-V/def2-TZVPD)
N 1.4620 -0.7422 0.4079
N -1.9520 -0.3774 -0.0111
N 0.2130 -1.1700 -0.2019
C 1.3844 0.5606 0.0390
C 0.1065 1.0683 0.2443
C -0.6099 -0.1461 0.0263
H -0.1940 2.0689 0.5570
H -2.2064 -1.2796 -0.3826
H -2.6111 0.3740 -0.1142
H 2.1364 0.9080 -0.6606
H 2.2711 -1.2646 0.0957
```

- SMILES: Nc1cc[nH]n1
- Calculated total energy: -281.47877 a.u.
- Orbital gap (alpha / beta): 8.620 / 8.620 eV
- Spin multiplicity: 1
- Total charge: 0
- Energy above the lowest of the compared OMol25 structures with the same formula, charge and spin: 69.8 kcal/mol

No. 7
The following is a quantum chemistry calculation of a structure of composition C4H8O2, from OMol25.

Structure (XYZ):
```
14
C4H8O2 (wB97M-V/def2-TZVPD)
O -2.1271 -0.3927 -0.3815
O 0.7965 0.6264 0.7114
C -0.1878 0.4238 -0.2537
C -0.8163 -0.9740 -0.3559
C 1.9724 -0.0722 0.3726
C -1.6044 0.8510 0.1186
H -0.6075 -1.5943 -1.2341
H 1.7580 -1.1379 0.2001
H 2.6737 0.0166 1.2059
H 2.4367 0.3389 -0.5375
H -2.0460 1.7134 -0.3875
H 0.1322 0.8127 -1.2309
H -0.6545 -1.5536 0.5663
H -1.7259 0.9417 1.2060
```

- Calculated total energy: -307.62195 a.u.
- Orbital gap: 10.762 eV
- Spin multiplicity: 1
- Total charge: 0
- Energy above the lowest of the compared OMol25 structures with the same formula, charge and spin: 56.8 kcal/mol

No. 8
The following is a quantum chemistry calculation of the molecule C5H8N2O4 in a non-equilibrium geometry, from OMol25.

Structure (XYZ):
```
19
C5H8N2O4 (wB97M-V/def2-TZVPD)
O 1.2819 2.3584 0.0746
O -0.0548 0.1918 2.1274
O 2.0113 0.7119 -2.5919
O 0.4958 -0.7133 -2.9056
N 0.5913 0.2782 -0.9526
N 1.0329 0.1331 -2.2638
C 1.1076 -0.5222 2.2818
C -0.5520 -0.4420 -0.2824
C -0.4177 0.5972 0.8513
C 0.6297 1.3617 0.0157
C -1.9134 -0.3594 -1.0341
H -1.4128 1.0216 1.0225
H 1.4829 -0.3546 3.3023
H -2.7032 -0.9336 -0.6431
H -1.7020 -0.7437 -1.9401
H 0.8730 -1.5804 2.2596
H 1.9193 -0.1603 1.6901
H -0.4270 -1.4599 0.1499
H -2.2429 0.6156 -1.1617
```

- SMILES: CO[C@H]1C(=O)N([N+](=O)[O-])[C@@H]1C
- Calculated total energy: -605.61579 a.u.
- Orbital gap: 10.298 eV
- Spin multiplicity: 1
- Total charge: 0
- Energy above the lowest of the compared OMol25 structures with the same formula, charge and spin: 127.5 kcal/mol

No. 9
The following is a quantum chemistry calculation of a cluster of 2 separate species, C8H14Si2 in total in a non-equilibrium geometry, from OMol25.

Structure (XYZ):
```
24
C8H14Si2 (wB97M-V/def2-TZVPD)
Si -1.2518 0.1544 0.6892
Si -0.6516 -3.4260 3.0085
C -2.0865 -0.6555 -0.7606
C 0.4721 0.7884 0.1325
C 3.0961 1.5172 -0.3235
C 2.6898 0.2514 -0.6994
C 0.9480 2.0392 0.5192
C 2.1901 2.4168 0.2155
C 1.3368 -0.0990 -0.4863
C -2.1305 0.3075 -1.9260
H -2.9712 1.0621 -2.0149
H 3.3186 -0.4466 -1.1718
H -2.4989 -0.1169 -2.8464
H 0.1000 2.7358 0.7398
H -0.8274 -4.5249 2.0808
H 1.0122 -1.1355 -0.8755
H 2.6721 3.4590 0.3334
H -1.3889 -3.6847 4.1735
H -0.4627 -2.0068 2.4747
H -2.1323 1.3916 1.0613
H 4.0511 1.8620 -0.5545
H -3.0638 -1.1849 -0.5881
H -1.3543 -1.4937 -1.1722
H -1.0671 0.7890 -2.0093
```

- Calculated total energy: -892.01509 a.u.
- Orbital gap (alpha / beta): 6.757 / 6.739 eV
- Spin multiplicity: 1
- Total charge: 0
- Energy above the lowest of the compared OMol25 structures with the same formula, charge and spin: 65.5 kcal/mol

No. 10
The following is a quantum chemistry calculation of a structure of composition C22H49N2OP3RhSe in a non-equilibrium geometry, from OMol25.

Structure (XYZ):
```
79
C22H49N2OP3RhSe (wB97M-V/def2-TZVPD)
Rh -0.4171 1.3702 -0.7125
Se -1.9204 -2.5071 -3.5331
P -0.3485 -0.5879 0.6973
P -2.0962 2.0507 0.6507
P 1.3980 2.1954 0.3232
O 1.9035 -2.6233 -3.9722
N 3.1480 -3.2041 -2.1705
N 3.2557 -0.9772 -3.0706
C -4.6273 -1.4382 -2.8071
C -1.5558 -1.8689 0.2369
C -3.5220 0.9149 0.8986
C -3.5636 1.1632 -2.8019
C 4.6949 -0.8457 -3.0867
C 1.6266 3.9172 -0.0718
C 1.5718 2.0097 2.1212
C -0.6098 -0.5257 2.5254
C -2.7148 0.0846 -3.0591
C -5.4273 -0.3395 -2.4528
C 2.7670 1.2614 -0.4859
C -0.7847 2.9740 -3.3799
C 2.7208 -2.2866 -3.1130
C -4.9184 0.9693 -2.4645
C -3.2741 -1.2022 -3.1745
C 1.2186 -1.5254 0.6821
C 2.5155 -4.5027 -2.2679
C 4.0000 -2.8970 -1.0330
C -1.7645 2.6728 2.3450
C 2.5573 0.0364 -3.8599
C -0.0988 3.1087 -2.2163
C -2.6738 3.4969 -0.2533
H 3.1231 0.4674 0.1810
H 1.4717 -0.0715 -3.6886
H -1.5465 1.8563 3.0496
H -1.8339 4.1847 -0.4369
H 5.2099 -1.7568 -3.4333
H -5.5112 1.8378 -2.1523
H 1.7443 4.0663 -1.1424
H -4.4271 1.5214 1.0839
H 0.1346 4.1517 -1.9148
H 1.1329 -2.4579 1.2517
H -3.4556 3.9931 0.3423
H -1.3235 -1.6861 -4.6195
H 0.0512 0.1859 3.0164
H 2.5767 4.2354 0.3383
H 2.4575 0.7554 -1.4179
H -1.6245 -0.2366 2.7895
H 4.9800 0.0012 -3.7261
H 3.7649 -1.8973 -0.6219
H 5.0744 -0.6253 -2.0856
H -1.5327 -2.0489 -0.8422
H 1.9112 0.9943 2.3780
H 2.0664 -0.9694 1.0845
H 2.7791 -4.9478 -3.2484
H -3.0902 3.2036 -1.2253
H 2.7842 -0.0948 -4.9420
H -0.9224 2.0622 -3.9589
H -3.3750 0.2543 1.7729
H 3.5657 1.9766 -0.7291
H 2.3312 2.7370 2.4247
H 1.4610 -1.8055 -0.3380
H -1.6162 0.2634 -3.0729
H 0.6199 2.2349 2.6263
H 2.8972 1.0277 -3.4855
H 1.4086 -4.4079 -2.2134
H -3.7203 0.3011 0.0034
H 0.6561 2.3288 -1.9092
H -2.6658 3.2009 2.6959
H 5.0584 -2.9003 -1.3362
H -3.1288 2.1746 -2.7823
H 0.8381 4.5428 0.3388
H -2.5697 -1.5407 0.4595
H -0.9331 3.3929 2.3290
H -1.3773 -2.8087 0.7784
H -5.0251 -2.4523 -2.6782
H 2.8909 -5.1372 -1.4530
H -0.4122 -1.5073 2.9757
H -1.1333 3.8948 -3.8509
H -6.4412 -0.4518 -2.0880
H 3.8245 -3.6626 -0.2621
```

- Calculated total energy: -4587.31450 a.u.
- Orbital gap (alpha / beta): 7.120 / 3.266 eV
- Spin multiplicity: 5
- Total charge: +3